Record 1
Here is C29H49NP2Yb as an isolated structure in a non-equilibrium geometry from OMol25. Energies are from ωB97M-V/def2-TZVPD.

```
! wB97M-V def2-TZVPD RIJCOSX def2/J DEFGRID3
* xyz 1 2
Yb -0.100 0.066 2.203
C -0.743 -2.538 2.654
C 0.553 -2.819 2.155
C 0.776 -1.342 3.896
C -0.609 -1.648 3.749
C 1.489 -2.061 2.898
C -2.017 -3.113 2.160
H -1.939 -3.453 1.120
H -2.832 -2.377 2.204
H -2.327 -3.982 2.766
C -1.710 -0.959 4.455
H -2.624 -1.567 4.429
H -1.959 0.028 4.003
H -1.455 -0.773 5.508
C 1.309 -0.293 4.787
H 0.835 -0.339 5.782
H 1.137 0.739 4.397
H 2.396 -0.414 4.917
C 2.959 -2.060 2.714
H 3.457 -2.735 3.429
H 3.380 -1.057 2.864
H 3.241 -2.388 1.708
C 0.881 -3.797 1.089
H 1.128 -4.790 1.502
H 1.748 -3.475 0.495
H 0.042 -3.939 0.396
C -1.600 0.791 -4.772
C -1.758 -0.531 -4.940
C -0.923 -1.428 -5.797
C 0.528 -0.950 -6.096
C 1.325 -0.496 -4.913
C 1.429 0.766 -4.462
C 0.697 1.951 -4.999
C -0.716 1.679 -5.588
H -1.420 -1.605 -6.768
H 0.500 -0.196 -6.894
H -0.865 -2.421 -5.319
H -0.611 1.310 -6.617
H -2.259 1.334 -4.088
H -2.642 -1.024 -4.512
H -1.218 2.659 -5.665
H 0.601 2.704 -4.200
H 2.199 1.017 -3.724
H 1.291 2.441 -5.792
H 1.055 -1.821 -6.523
H 1.957 -1.280 -4.480
P -1.173 -0.487 -0.611
C -2.485 0.671 -1.154
C -1.415 -1.834 -1.830
P 1.848 0.035 -0.350
C 0.310 0.375 -1.345
C 2.796 -1.034 -1.516
C 2.725 1.642 -0.613
H -2.475 1.572 -0.527
H -3.448 0.161 -1.023
H -2.367 0.956 -2.208
H -1.438 -1.441 -2.859
H -2.382 -2.311 -1.611
H -0.616 -2.586 -1.737
H 2.730 1.967 -1.668
H 3.761 1.506 -0.267
H 2.257 2.426 0.003
H 0.112 1.458 -1.337
H 0.442 0.062 -2.395
H 3.813 -1.129 -1.109
H 2.857 -0.642 -2.547
H 2.348 -2.040 -1.539
C -1.055 2.132 6.124
C -0.980 2.776 4.803
C -1.232 4.155 4.591
C -1.037 4.393 3.227
C -0.674 3.158 2.645
C -0.387 2.995 1.206
N -0.648 2.164 3.601
H -2.067 2.236 6.545
H -0.376 2.624 6.839
H -0.799 1.073 6.057
H -1.512 4.854 5.371
H -1.137 5.313 2.662
H -1.314 2.902 0.617
H 0.116 3.913 0.862
H 0.314 2.171 0.964
*
```

Calculated values
HOMO level (spin up / spin down) = -0.3490 / -0.3489 Ha
HOMO-LUMO gap (spin up / spin down) = 7.3 / 4.5 eV
⟨S²⟩ = 0.76
Lowest unoccupied orbital energy (spin up / spin down) = -2.2 / -5.0 eV

***

Record 2
Here is C26H28As2N3O2SbSe4W as an isolated structure in a non-equilibrium geometry from OMol25. Energies are from ωB97M-V/def2-TZVPD.

```
! wB97M-V def2-TZVPD RIJCOSX def2/J DEFGRID3
* xyz 0 1
W -0.288 1.302 -1.563
C -1.808 4.713 -0.360
As -1.544 2.847 0.069
C -0.841 2.839 1.884
C -3.336 2.163 0.369
C -4.057 2.588 1.480
C -5.248 1.967 1.816
C -5.729 0.924 1.035
C -5.024 0.513 -0.084
C -3.822 1.128 -0.419
As -2.761 0.523 -1.934
C -3.147 -1.378 -1.985
C -3.735 1.279 -3.424
H -2.454 5.159 0.394
H -2.263 4.798 -1.345
H -0.841 5.213 -0.369
H -1.307 2.001 2.405
H -1.066 3.779 2.386
H 0.236 2.686 1.851
H -3.679 3.386 2.110
H -5.778 2.268 2.709
H -6.641 0.413 1.312
H -5.409 -0.308 -0.677
H -4.205 -1.543 -2.183
H -2.858 -1.810 -1.027
H -2.563 -1.841 -2.780
H -4.768 0.936 -3.383
H -3.275 0.977 -4.363
H -3.693 2.363 -3.344
C 4.408 -4.403 4.536
O 3.809 -4.940 3.365
C 3.920 -4.224 2.226
C 2.982 -4.525 1.233
C 2.939 -3.774 0.088
C 3.867 -2.742 -0.108
C 4.862 -2.525 0.837
C 4.886 -3.246 2.017
N 3.729 -1.742 -1.076
N 2.747 -1.869 -1.832
C 2.189 -0.725 -2.378
C 1.183 -0.938 -3.268
C 0.314 0.104 -3.701
C 0.604 1.472 -3.488
O -0.474 2.273 -3.411
C 1.628 1.720 -2.461
N 1.328 2.810 -1.675
C 2.240 3.141 -0.693
C 3.066 2.228 -0.141
C 3.003 0.892 -0.621
C 2.384 0.619 -1.812
H 4.039 -3.391 4.717
H 5.498 -4.401 4.463
H 4.108 -5.060 5.347
H 2.235 -5.278 1.440
H 2.154 -3.928 -0.638
H 5.578 -1.734 0.647
H 5.621 -3.028 2.777
H 0.989 -1.962 -3.558
H -0.485 -0.080 -4.407
H 2.214 4.174 -0.366
H 3.730 2.490 0.670
H 3.439 0.101 -0.035
Se -2.325 -0.665 3.720
Sb -0.577 -1.800 2.615
Se -0.613 -0.171 0.255
Se -1.003 -3.761 1.328
Se 1.688 -0.992 2.806
*
```

Calculated values
HOMO level (spin up / spin down) = -0.2617 / -0.2617 Ha
HOMO-LUMO gap (spin up / spin down) = 5.2 / 5.2 eV
Lowest unoccupied orbital energy (spin up / spin down) = -2.0 / -2.0 eV

***

Record 3
Here is C46H44N6O2P2S2Tl as an isolated structure from OMol25. Energies are from ωB97M-V/def2-TZVPD.

```
! wB97M-V def2-TZVPD RIJCOSX def2/J DEFGRID3
* xyz 1 1
Tl -0.427 -0.156 1.648
C 3.711 -2.014 2.737
C 2.306 -1.719 2.330
N 1.669 -0.659 2.656
N 2.270 0.269 3.451
C 1.556 1.342 3.696
N 2.134 2.268 4.477
S -0.069 1.753 3.186
C 1.567 -2.703 1.486
C 2.175 -3.867 1.031
C 1.438 -4.754 0.259
C 0.119 -4.463 -0.039
C -0.421 -3.283 0.450
N 0.288 -2.434 1.186
H 4.110 -1.195 3.327
H 4.334 -2.157 1.852
H 3.755 -2.933 3.324
H 3.073 2.103 4.798
H 1.674 3.136 4.683
H 3.205 -4.079 1.276
H 1.896 -5.666 -0.101
H -0.493 -5.128 -0.631
H -1.452 -3.018 0.244
C -1.947 4.106 -5.404
S -1.242 2.452 -5.519
C 0.384 2.757 -4.765
C 0.428 2.483 -3.266
C 0.174 1.013 -2.975
N 0.170 0.646 -1.546
P 1.586 0.384 -0.644
C 2.808 -0.160 -1.867
C 3.654 0.700 -2.564
C 4.530 0.198 -3.514
C 4.562 -1.164 -3.782
C 3.729 -2.031 -3.088
C 2.863 -1.530 -2.128
C 2.189 2.004 -0.063
C 1.377 3.131 -0.018
C 1.824 4.296 0.591
C 3.083 4.343 1.166
C 3.893 3.214 1.147
C 3.444 2.050 0.547
P -1.297 0.241 -0.753
C -2.280 1.750 -0.910
C -2.895 2.068 -2.119
C -3.555 3.279 -2.267
C -3.609 4.178 -1.214
C -3.001 3.864 -0.005
C -2.343 2.655 0.146
C -1.969 -1.019 -1.862
C -1.077 -1.869 -2.517
C -1.548 -2.846 -3.377
C -2.913 -2.965 -3.604
C -3.802 -2.118 -2.961
C -3.336 -1.158 -2.079
H -2.950 4.055 -5.825
H -1.364 4.819 -5.985
H -2.020 4.441 -4.370
H 0.643 3.798 -4.961
H 1.116 2.144 -5.294
H -0.320 3.099 -2.759
H 1.408 2.776 -2.878
H 0.925 0.404 -3.489
H -0.789 0.723 -3.398
H 3.635 1.762 -2.355
H 5.188 0.870 -4.047
H 5.244 -1.551 -4.527
H 3.764 -3.094 -3.287
H 2.228 -2.208 -1.567
H 0.382 3.098 -0.441
H 1.182 5.167 0.614
H 3.435 5.254 1.632
H 4.875 3.241 1.601
H 4.079 1.170 0.552
H -2.860 1.385 -2.957
H -4.029 3.514 -3.211
H -4.131 5.119 -1.328
H -3.048 4.556 0.825
H -1.881 2.427 1.097
H -0.010 -1.751 -2.374
H -0.851 -3.501 -3.884
H -3.284 -3.718 -4.287
H -4.866 -2.218 -3.130
H -4.033 -0.529 -1.544
O -3.954 -2.297 0.484
C -3.366 -1.480 1.175
O -2.880 -0.346 0.833
C -3.107 -1.837 2.631
C -4.071 -2.598 3.321
C -3.838 -2.921 4.621
C -2.621 -2.531 5.226
C -2.309 -2.874 6.563
C -1.112 -2.515 7.110
C -0.182 -1.791 6.337
C -0.461 -1.439 5.047
C -1.691 -1.799 4.456
N -1.969 -1.443 3.157
H -4.963 -2.897 2.791
H -4.561 -3.485 5.198
H -3.037 -3.434 7.136
H -0.876 -2.780 8.131
H 0.767 -1.505 6.772
H 0.261 -0.878 4.478
*
```

Calculated values
HOMO level = -0.3837 Ha
HOMO-LUMO gap = 7.5 eV
Lowest unoccupied orbital energy = -3.0 eV

***

E_tot (Eh)
-3030.29703 -15706.79503 -3909.79221